<one>
The following is a quantum chemistry calculation of 2 unconnected molecules or ions with the total composition C9H14, from the Open Molecules 2025 dataset.

Bonds (Å) are listed after each position.
Cartesian coordinates (Å):
1 C 1.29400 -2.56375 -2.28442  C2 1.548, H8 1.133, H9 1.198, H10 1.132
2 C 0.36321 -1.82460 -1.29237  C1 1.548, C3 1.440, C7 1.363
3 C -0.84960 -1.21766 -1.77721  C2 1.440, C4 1.392, H11 1.071
4 C -1.46845 -0.32145 -0.90974  C3 1.392, C5 1.426, H12 1.064
5 C -0.95010 -0.08607 0.39746  C4 1.426, C6 1.392, H13 1.050
6 C 0.22487 -0.70012 0.82307  C5 1.392, C7 1.398, H14 1.090
7 C 0.90893 -1.51623 -0.08219  C2 1.363, C6 1.398, H15 1.076
8 H 0.72299 -3.17793 -3.04650  C1 1.133
9 H 1.90300 -3.43267 -1.72807  C1 1.198
10 H 2.02672 -1.83235 -2.74111  C1 1.132
11 H -1.33845 -1.54395 -2.67313  C3 1.071
12 H -2.33894 0.19146 -1.24220  C4 1.064
13 H -1.58434 0.43253 1.05421  C5 1.050
14 H 0.57874 -0.66936 1.85312  C6 1.090
15 H 1.73623 -2.08894 0.29937  C7 1.076
16 C 0.14990 3.35564 2.99597  C17 1.699, H18 1.042, H19 1.033, H20 1.029
17 C -0.03069 3.46573 1.31000  C16 1.699, H21 1.154, H22 1.019, H23 1.109
18 H 0.37850 4.24882 3.48093  C16 1.042
19 H -0.69443 2.92838 3.41030  C16 1.033
20 H 1.01736 2.84072 3.20049  C16 1.029
21 H -0.20792 2.37853 0.96519  C17 1.154
22 H 0.78064 3.96325 0.94472  C17 1.019
23 H -0.83251 4.21251 1.13928  C17 1.109

For the HOMO energy, the calculation gives -0.330 Eh. Its gap between HOMO and LUMO is 10.04 eV. The LUMO energy is 1.053 eV.


<two>
The following is a quantum chemistry calculation of 2 unconnected molecules or ions with the total composition C9H14, from the Open Molecules 2025 dataset.

Bonds (Å) are listed after each position.
Cartesian coordinates (Å):
1 C -1.88442 1.75153 0.05309  C2 1.494, H8 1.094, H9 1.092, H10 1.089
2 C -1.18310 0.47678 0.39440  C1 1.494, C3 1.383, C7 1.401
3 C 0.09946 0.46534 0.91098  C2 1.383, C4 1.397, H11 1.086
4 C 0.74947 -0.67464 1.39074  C3 1.397, C5 1.383, H12 1.083
5 C 0.05406 -1.86870 1.34222  C4 1.383, C6 1.404, H13 1.082
6 C -1.14760 -1.91942 0.61770  C5 1.404, C7 1.382, H14 1.076
7 C -1.82932 -0.76165 0.29284  C2 1.401, C6 1.382, H15 1.081
8 H -2.55873 1.99967 0.87817  C1 1.094
9 H -2.51018 1.71320 -0.84043  C1 1.092
10 H -1.22150 2.59901 -0.11485  C1 1.089
11 H 0.62979 1.41299 0.90941  C3 1.086
12 H 1.54506 -0.54434 2.11369  C4 1.083
13 H 0.31686 -2.79964 1.82743  C5 1.082
14 H -1.54264 -2.89432 0.39254  C6 1.076
15 H -2.82001 -0.87925 -0.12222  C7 1.081
16 C 2.17898 1.55987 -2.02993  C17 1.558, H18 1.089, H19 1.094, H20 1.088
17 C 2.03284 0.03228 -1.76320  C16 1.558, H21 1.087, H22 1.089, H23 1.087
18 H 1.70022 1.85471 -2.96236  C16 1.089
19 H 1.67202 2.17083 -1.27719  C16 1.094
20 H 3.22874 1.83954 -1.96407  C16 1.088
21 H 3.02874 -0.35473 -1.56211  C17 1.087
22 H 1.63572 -0.42223 -2.66976  C17 1.089
23 H 1.35664 -0.13847 -0.92948  C17 1.087

For the HOMO energy, the calculation gives -0.331 Eh. Its gap between HOMO and LUMO is 10.06 eV. The LUMO energy is 1.047 eV.


<three>
The following is a quantum chemistry calculation of 2 unconnected molecules or ions with the total composition C9H14, from the Open Molecules 2025 dataset.

Bonds (Å) are listed after each position.
Cartesian coordinates (Å):
1 C 1.44859 2.67018 0.24094  C2 1.498, H8 1.090, H9 1.090, H10 1.096
2 C 1.29600 1.20531 0.51444  C1 1.498, C3 1.382, C7 1.398
3 C 1.52155 0.26480 -0.47240  C2 1.382, C4 1.398, H11 1.080
4 C 1.39667 -1.09822 -0.18682  C3 1.398, C5 1.374, H12 1.081
5 C 1.04015 -1.52391 1.06954  C4 1.374, C6 1.401, H13 1.082
6 C 0.87862 -0.58264 2.09472  C5 1.401, C7 1.376, H14 1.082
7 C 0.97337 0.75802 1.79882  C2 1.398, C6 1.376, H15 1.084
8 H 0.96021 3.28705 0.99570  C1 1.090
9 H 1.09131 2.98175 -0.74056  C1 1.090
10 H 2.50577 2.95770 0.26157  C1 1.096
11 H 1.87778 0.55110 -1.45116  C3 1.080
12 H 1.46263 -1.75330 -1.04426  C4 1.081
13 H 1.11400 -2.57046 1.33555  C5 1.082
14 H 0.56637 -0.94044 3.06705  C6 1.082
15 H 0.97742 1.50970 2.58013  C7 1.084
16 C -1.68013 -0.63810 -1.33189  C17 1.538, H18 1.073, H19 1.080, H20 1.099
17 C -3.07695 -1.27434 -1.23166  C16 1.538, H21 1.090, H22 1.083, H23 1.106
18 H -1.82256 0.41537 -1.47812  C16 1.073
19 H -1.01886 -0.97624 -0.54782  C16 1.080
20 H -1.19530 -1.05873 -2.22388  C16 1.099
21 H -3.03162 -2.32819 -0.95720  C17 1.090
22 H -3.76455 -0.95227 -2.00362  C17 1.083
23 H -3.52048 -0.90415 -0.28907  C17 1.106

For the HOMO energy, the calculation gives -0.333 Eh. Its gap between HOMO and LUMO is 10.09 eV. The LUMO energy is 1.018 eV.


Which one is most stable, and which one is least stable? <three> is the most stable of them, while <one> is the least stable.


<one>
The following is a quantum chemistry calculation of 2 unconnected molecules or ions with the total composition C9H14, from the Open Molecules 2025 dataset.

Bonds (Å) are listed after each position.
Cartesian coordinates (Å):
1 C 1.29278 2.12879 -1.34737  C2 1.536, H8 1.089, H9 1.233, H10 1.137
2 C 1.35000 1.12127 -0.18913  C1 1.536, C3 1.375, C7 1.377
3 C 2.20157 0.05376 -0.02747  C2 1.375, C4 1.466, H11 1.065
4 C 2.15617 -0.56647 1.29996  C3 1.466, C5 1.342, H12 1.005
5 C 1.36623 -0.23615 2.33338  C4 1.342, C6 1.355, H13 1.130
6 C 0.65201 0.90511 2.17602  C5 1.355, C7 1.385, H14 1.096
7 C 0.70232 1.54644 0.94921  C2 1.377, C6 1.385, H15 1.111
8 H 0.44374 2.80882 -1.28668  C1 1.089
9 H 1.25645 1.49963 -2.40675  C1 1.233
10 H 2.32995 2.50444 -1.62271  C1 1.137
11 H 2.82237 -0.16424 -0.86435  C3 1.065
12 H 2.61122 -1.46199 1.34374  C4 1.005
13 H 1.24153 -1.02281 3.13504  C5 1.130
14 H -0.06380 1.24471 2.93276  C6 1.096
15 H -0.07293 2.33777 1.03458  C7 1.111
16 C -2.11107 -1.91365 -1.44173  C17 1.438, H18 1.190, H19 1.206, H20 1.060
17 C -2.91418 -1.41107 -0.36022  C16 1.438, H21 1.128, H22 1.185, H23 1.033
18 H -2.73754 -1.78809 -2.44562  C16 1.190
19 H -1.15814 -1.20116 -1.63968  C16 1.206
20 H -1.78971 -2.88511 -1.16396  C16 1.060
21 H -3.82423 -2.06853 -0.25153  C17 1.128
22 H -3.21860 -0.32076 -0.71064  C17 1.185
23 H -2.53613 -1.11072 0.55315  C17 1.033

For the HOMO energy, the calculation gives -0.335 Eh. Its gap between HOMO and LUMO is 10.00 eV. The LUMO energy is 0.891 eV.


<two>
The following is a quantum chemistry calculation of 2 unconnected molecules or ions with the total composition C9H14, from the Open Molecules 2025 dataset.

Bonds (Å) are listed after each position.
Cartesian coordinates (Å):
1 C -0.61741 1.97418 0.13669  C2 1.502, H8 1.098, H9 1.089, H10 1.093
2 C 0.61559 1.27074 0.62670  C1 1.502, C3 1.380, C7 1.402
3 C 0.94019 1.22099 1.96744  C2 1.380, C4 1.397, H11 1.079
4 C 2.12835 0.59916 2.35785  C3 1.397, C5 1.380, H12 1.082
5 C 2.94570 -0.01707 1.43268  C4 1.380, C6 1.396, H13 1.078
6 C 2.59931 0.01627 0.08056  C5 1.396, C7 1.383, H14 1.080
7 C 1.45567 0.67931 -0.32744  C2 1.402, C6 1.383, H15 1.083
8 H -1.01268 2.77413 0.77671  C1 1.098
9 H -1.45848 1.30446 -0.03344  C1 1.089
10 H -0.45636 2.48643 -0.81501  C1 1.093
11 H 0.26148 1.60992 2.71108  C3 1.079
12 H 2.44416 0.61650 3.39229  C4 1.082
13 H 3.89639 -0.41854 1.74464  C5 1.078
14 H 3.17224 -0.52019 -0.66102  C6 1.080
15 H 1.11972 0.66045 -1.35709  C7 1.083
16 C -2.42184 -1.78308 -0.76557  C17 1.527, H18 1.093, H19 1.087, H20 1.092
17 C -2.08313 -1.76705 -2.25465  C16 1.527, H21 1.095, H22 1.090, H23 1.087
18 H -1.53018 -1.66478 -0.14505  C16 1.093
19 H -3.11115 -1.00886 -0.43821  C16 1.087
20 H -2.89099 -2.72221 -0.46639  C16 1.092
21 H -2.87201 -1.31719 -2.86626  C17 1.095
22 H -1.94491 -2.78625 -2.61602  C17 1.090
23 H -1.17967 -1.20729 -2.48048  C17 1.087

For the HOMO energy, the calculation gives -0.333 Eh. Its gap between HOMO and LUMO is 10.08 eV. The LUMO energy is 1.019 eV.


<three>
The following is a quantum chemistry calculation of 2 unconnected molecules or ions with the total composition C9H14, from the Open Molecules 2025 dataset.

Bonds (Å) are listed after each position.
Cartesian coordinates (Å):
1 C 0.60885 3.62707 1.87491  C2 1.495, H8 1.083, H9 1.093, H10 1.089
2 C 0.01253 2.59075 0.97700  C1 1.495, C3 1.394, C7 1.395
3 C 0.42561 2.50713 -0.35195  C2 1.394, C4 1.388, H11 1.083
4 C 0.11503 1.38926 -1.11311  C3 1.388, C5 1.385, H12 1.079
5 C -0.78845 0.47137 -0.60342  C4 1.385, C6 1.377, H13 1.088
6 C -1.35268 0.64146 0.64097  C5 1.377, C7 1.383, H14 1.086
7 C -0.93808 1.68529 1.44736  C2 1.395, C6 1.383, H15 1.083
8 H -0.08439 4.43399 2.07537  C1 1.083
9 H 1.50975 4.13163 1.51633  C1 1.093
10 H 0.87166 3.26398 2.86780  C1 1.089
11 H 1.21780 3.19205 -0.62735  C3 1.083
12 H 0.59795 1.24774 -2.06795  C4 1.079
13 H -0.87854 -0.40395 -1.24268  C5 1.088
14 H -2.22588 0.05191 0.90459  C6 1.086
15 H -1.40486 1.89389 2.40162  C7 1.083
16 C -0.15939 -4.01854 -0.50839  C17 1.546, H18 1.091, H19 1.086, H20 1.095
17 C 0.73943 -3.60328 -1.69588  C16 1.546, H21 1.090, H22 1.091, H23 1.078
18 H 0.22080 -3.66701 0.45151  C16 1.091
19 H -1.20796 -3.76787 -0.63744  C16 1.086
20 H -0.16873 -5.11137 -0.43423  C16 1.095
21 H 1.48644 -4.36380 -1.92236  C17 1.090
22 H 1.33822 -2.73201 -1.42775  C17 1.091
23 H 0.06489 -3.45970 -2.52496  C17 1.078

For the HOMO energy, the calculation gives -0.329 Eh. Its gap between HOMO and LUMO is 10.00 eV. The LUMO energy is 1.037 eV.


<four>
The following is a quantum chemistry calculation of 2 unconnected molecules or ions with the total composition C9H14, from the Open Molecules 2025 dataset.

Bonds (Å) are listed after each position.
Cartesian coordinates (Å):
1 C -2.77715 -1.23417 0.47214  C2 1.510, H8 1.088, H9 1.089, H10 1.088
2 C -1.27419 -1.08827 0.48003  C1 1.510, C3 1.391, C7 1.395
3 C -0.61684 -0.40312 -0.53701  C2 1.391, C4 1.382, H11 1.083
4 C 0.75354 -0.51134 -0.67544  C3 1.382, C5 1.393, H12 1.085
5 C 1.52833 -1.09644 0.32394  C4 1.393, C6 1.388, H13 1.080
6 C 0.86885 -1.62686 1.42458  C5 1.388, C7 1.382, H14 1.087
7 C -0.50836 -1.73254 1.45217  C2 1.395, C6 1.382, H15 1.081
8 H -3.02287 -1.98422 -0.27731  C1 1.088
9 H -3.26906 -0.33162 0.11166  C1 1.089
10 H -3.13451 -1.34535 1.49411  C1 1.088
11 H -1.22503 0.10736 -1.27416  C3 1.083
12 H 1.26923 -0.27448 -1.59981  C4 1.085
13 H 2.59691 -0.95780 0.24752  C5 1.080
14 H 1.43151 -1.80170 2.33828  C6 1.087
15 H -1.05465 -2.24557 2.23191  C7 1.081
16 C 1.07618 3.31595 -1.87130  C17 1.531, H18 1.092, H19 1.088, H20 1.095
17 C 0.93932 2.72075 -0.46794  C16 1.531, H21 1.093, H22 1.089, H23 1.095
18 H 0.14133 3.60614 -2.35593  C16 1.092
19 H 1.76586 4.15768 -1.84950  C16 1.088
20 H 1.45541 2.57111 -2.57806  C16 1.095
21 H -0.07152 2.67259 -0.05514  C17 1.093
22 H 1.56029 3.24567 0.25610  C17 1.089
23 H 1.19796 1.65629 -0.46417  C17 1.095

For the HOMO energy, the calculation gives -0.331 Eh. Its gap between HOMO and LUMO is 10.02 eV. The LUMO energy is 1.017 eV.


Which one is most stable, and which one is least stable? <two> is the most stable of them, while <one> is the least stable.


<one>
The following is a quantum chemistry calculation of a single C3H8S2 molecule, from the Open Molecules 2025 dataset.

Bonds (Å) are listed after each position.
Cartesian coordinates (Å):
1 C 1.94734 1.42568 -0.44986  C2 1.551, H6 1.086, H7 1.108, H8 1.110
2 C 1.09202 0.38925 0.32517  C1 1.551, S3 1.853, H9 1.091, H10 1.084
3 S -0.66131 0.87569 -0.02531  C2 1.853, S4 2.016
4 S -1.66072 -0.32750 1.24671  S3 2.016, C5 1.866
5 C -2.34378 -1.58984 0.05398  S4 1.866, H11 1.159, H12 1.095, H13 1.109
6 H 1.71786 1.45856 -1.51113  C1 1.086
7 H 1.89596 2.44054 -0.00717  C1 1.108
8 H 2.98966 1.07758 -0.29040  C1 1.110
9 H 1.21890 0.49274 1.40333  C2 1.091
10 H 1.23470 -0.60858 -0.07424  C2 1.084
11 H -3.29738 -2.06879 0.50570  C5 1.159
12 H -1.63030 -2.37695 -0.20957  C5 1.095
13 H -2.50295 -1.18836 -0.96722  C5 1.109

For the HOMO energy, the calculation gives -0.315 Eh. Its gap between HOMO and LUMO is 9.44 eV. The LUMO energy is 0.863 eV.


<two>
The following is a quantum chemistry calculation of a single C3H8S2 molecule, from the Open Molecules 2025 dataset.

Bonds (Å) are listed after each position.
Cartesian coordinates (Å):
1 C -1.91036 -0.15327 1.43333  C2 1.549, H6 1.027, H7 1.051, H8 1.119
2 C -0.78137 0.24279 0.45006  C1 1.549, S3 1.758, C4 1.572, H9 1.063
3 S -1.03745 -0.22415 -1.22537  C2 1.758, H10 1.364
4 C 0.64350 -0.24855 0.89625  C2 1.572, S5 1.844, H11 1.152, H12 1.106
5 S 1.99705 0.26170 -0.24711  C4 1.844, H13 1.377
6 H -2.80012 0.29352 1.17947  C1 1.027
7 H -1.70772 0.01201 2.45155  C1 1.051
8 H -2.06197 -1.25489 1.31224  C1 1.119
9 H -0.56210 1.28279 0.47307  C2 1.063
10 H 0.24710 -0.26644 -1.68254  S3 1.364
11 H 0.71687 -1.39741 0.94109  C4 1.152
12 H 0.93127 0.18628 1.87148  C4 1.106
13 H 2.17236 1.49743 0.33549  S5 1.377

For the HOMO energy, the calculation gives -0.323 Eh. Its gap between HOMO and LUMO is 9.55 eV. The LUMO energy is 0.755 eV.


<three>
The following is a quantum chemistry calculation of a single C3H8S2 molecule, from the Open Molecules 2025 dataset.

Bonds (Å) are listed after each position.
Cartesian coordinates (Å):
1 C -1.04542 0.85076 -1.36381  C2 1.480, H6 1.134, H7 1.113, H8 1.078
2 C 0.21487 0.20544 -0.93208  C1 1.480, C3 1.526, H9 1.157, H10 1.096
3 C 0.30484 -0.13300 0.55269  C2 1.526, S4 1.870, H11 1.126, H12 1.080
4 S 1.96297 -0.29507 1.40267  C3 1.870, S5 2.471
5 S 0.83578 -1.20890 3.40298  S4 2.471, H13 1.324
6 H -0.92875 1.62791 -2.18091  C1 1.134
7 H -1.75609 0.14523 -1.84914  C1 1.113
8 H -1.61904 1.39865 -0.63439  C1 1.078
9 H 1.13592 0.90021 -0.85086  C2 1.157
10 H 0.63209 -0.54042 -1.61821  C2 1.096
11 H 0.02385 -1.22297 0.53367  C3 1.126
12 H -0.47274 0.40912 1.06987  C3 1.080
13 H 0.71174 -2.13696 2.46753  S5 1.324

For the HOMO energy, the calculation gives -0.336 Eh. Its gap between HOMO and LUMO is 7.89 eV. The LUMO energy is -1.242 eV.


<four>
The following is a quantum chemistry calculation of a single C3H8S2 molecule, from the Open Molecules 2025 dataset.

Bonds (Å) are listed after each position.
Cartesian coordinates (Å):
1 C -0.32635 1.31217 0.87428  C2 1.542, H6 1.090, H7 1.091, H8 1.091
2 C 0.83777 0.56646 0.19143  C1 1.542, C3 1.524, H9 1.099, H10 1.087
3 C 0.61621 -0.94169 0.20473  C2 1.524, S4 1.815, H11 1.085, H12 1.105
4 S -1.05138 -1.51762 -0.22255  C3 1.815, S5 2.306
5 S -0.83752 -0.86599 -2.42399  S4 2.306, H13 1.332
6 H 0.02330 1.98676 1.65557  C1 1.090
7 H -0.97428 0.53481 1.28244  C1 1.091
8 H -1.09870 1.77115 0.25524  C1 1.091
9 H 0.82465 0.86418 -0.86633  C2 1.099
10 H 1.76497 0.88453 0.66025  C2 1.087
11 H 1.35932 -1.52231 -0.33215  C3 1.085
12 H 0.73581 -1.37222 1.21500  C3 1.105
13 H -1.87380 -1.70023 -2.49392  S5 1.332

For the HOMO energy, the calculation gives -0.316 Eh. Its gap between HOMO and LUMO is 8.21 eV. The LUMO energy is -0.394 eV.


Which one is most stable, and which one is least stable? <one> is the most stable of them, while <three> is the least stable.